# 1
Below is a cluster of 6 separate species, C21H43NO12 in total at a distorted geometry, with properties calculated with ωB97M-V/def2-TZVPD.

Values from the calculation:
Strongest force on any atom ... 1.288 eV/Å
SMILES string ... C[N+](=O)[O-].CCOC(C)=O.CCOC(C)=O.CCOC(C)=O.CCOC(C)=O.CCOC(C)=O
Frontier orbital gap ... 10.546 eV
Energy above the lowest of the compared OMol25 structures with the same formula, charge and spin ... 0.0 kJ/mol

Structure (XYZ):
```
77
C21H43NO12, DFT ωB97M-V/def2-TZVPD
C -0.60988 -1.37430 -0.89335
N 0.53937 -0.45481 -0.68280
O 0.37427 0.72681 -0.89574
O 1.61260 -0.95826 -0.43468
H -0.81581 -1.37871 -1.96055
H -1.47375 -1.04675 -0.32322
H -0.30492 -2.36450 -0.57413
C -3.38659 0.95932 -2.42223
C -4.55850 -0.01107 -2.47377
O -4.28547 -1.24784 -1.77242
C -3.75125 -2.25083 -2.47691
C -3.48072 -3.45609 -1.61283
O -3.60343 -2.28317 -3.66003
H -3.74761 1.97904 -2.49504
H -2.68422 0.72187 -3.22463
H -2.81874 0.82694 -1.50157
H -5.45835 0.42065 -2.03076
H -4.86105 -0.24510 -3.49678
H -2.45281 -3.79411 -1.74963
H -4.12527 -4.25658 -1.97196
H -3.64328 -3.29803 -0.54932
C 6.08049 -3.31079 -2.71040
C 4.78460 -2.80684 -3.30881
O 3.83525 -3.87584 -3.24107
C 2.55876 -3.53344 -3.13323
C 1.68706 -4.69925 -2.80846
O 2.15028 -2.40666 -3.29211
H 6.90936 -2.64214 -2.91763
H 6.34631 -4.26226 -3.19066
H 5.94313 -3.54667 -1.65596
H 4.43622 -1.92875 -2.76632
H 4.93916 -2.53854 -4.35639
H 2.28105 -5.54925 -2.46826
H 1.23659 -5.06151 -3.73713
H 0.92562 -4.40456 -2.10067
C -3.83601 -0.02949 1.57071
C -4.87067 0.35752 2.60408
O -4.86342 -0.66935 3.60661
C -5.96514 -0.76565 4.36785
C -5.76234 -1.76409 5.47206
O -6.94784 -0.10803 4.19276
H -2.89808 -0.27284 2.09470
H -3.50152 0.80120 0.94759
H -4.19730 -0.91353 1.05175
H -4.62907 1.30314 3.09188
H -5.87341 0.45398 2.19413
H -5.34409 -1.24305 6.33394
H -5.06718 -2.53485 5.15147
H -6.71745 -2.18354 5.77233
C -2.31710 5.65937 2.37306
C -1.90755 4.21958 2.53309
O -0.58422 4.00285 2.04939
C -0.48178 3.85222 0.71875
C 0.95367 3.75508 0.28986
O -1.43791 3.83222 -0.00532
H -1.70348 6.32654 2.97731
H -3.35596 5.82794 2.66557
H -2.25456 5.96328 1.32516
H -1.83717 3.96629 3.59475
H -2.60948 3.53074 2.07666
H 0.98273 4.15000 -0.73051
H 1.25800 2.71538 0.25356
H 1.58750 4.42526 0.86128
C 3.99184 0.45125 1.44018
C 5.42830 0.30795 1.01112
O 5.92430 1.59436 0.63367
C 7.17957 1.62111 0.18586
C 7.63087 3.03682 -0.09838
O 7.82283 0.63694 -0.02094
H 3.92921 1.04602 2.35141
H 3.61029 -0.54452 1.66467
H 3.37802 0.91095 0.66799
H 6.00617 -0.04662 1.87359
H 5.59943 -0.41303 0.21605
H 7.50856 3.65033 0.79368
H 6.93175 3.42050 -0.84224
H 8.66124 3.02176 -0.42168
```

# 2
Below is the molecule C8H13N3O2S at a distorted geometry, with properties calculated with ωB97M-V/def2-TZVPD.

Values from the calculation:
Strongest force on any atom ... 7.815 eV/Å
SMILES string ... CC(C)[C@]12NC(=O)NC(=O)N1CCS2
Frontier orbital gap ... 9.632 eV
Energy above the lowest of the compared OMol25 structures with the same formula, charge and spin ... 203.5 kJ/mol

Structure (XYZ):
```
27
C8H13N3O2S, DFT ωB97M-V/def2-TZVPD
C 0.13372 1.85963 2.46839
C 0.31091 0.36852 2.05040
C 1.76690 -0.04667 2.51858
C 0.11959 0.07870 0.52720
N 0.21587 -1.33820 0.29363
C 1.21421 -1.77844 -0.44534
O 0.90922 -2.91817 -0.80549
N 1.98920 -1.08660 -1.32688
C 1.75891 0.26719 -1.28854
O 2.45700 0.98499 -2.01156
N 0.87664 0.83640 -0.40152
C 0.23328 2.19501 -0.62790
C -1.32363 1.90237 -0.55893
S -1.66364 0.22134 0.13597
H 0.11439 1.75188 3.54991
H -0.88613 2.38576 2.16694
H 0.99152 2.48648 2.17853
H -0.33480 -0.27789 2.65698
H 1.84483 0.23070 3.58025
H 2.03572 -1.08515 2.51633
H 2.63575 0.34542 1.89658
H -0.64630 -1.95415 0.41978
H 1.90572 -1.42995 -2.24968
H 0.48684 2.69036 -1.61970
H 0.67567 2.79773 0.11744
H -1.84517 2.13411 -1.57690
H -1.68846 2.66640 0.12328
```

# 3
Below is the ion C4H9N2O with charge +1 at a distorted geometry, with properties calculated with ωB97M-V/def2-TZVPD.

Values from the calculation:
Strongest force on any atom ... 4.967 eV/Å
Total charge ... +1
SMILES string ... C[C@@H]1CNC=[NH+]O1
Frontier orbital gap ... 10.235 eV
Energy above the lowest of the compared OMol25 structures with the same formula, charge and spin ... 394.9 kJ/mol

Structure (XYZ):
```
16
C4H9N2O, DFT ωB97M-V/def2-TZVPD
C -2.06172 0.66784 0.12676
C -0.74358 0.17637 -0.37053
C -0.17492 -1.06717 0.34003
N 1.23181 -1.18702 0.12943
C 1.99445 -0.07861 -0.07299
N 1.53202 1.18619 -0.13049
O 0.28131 1.45133 0.06966
H -2.24961 0.55034 1.12406
H -2.98121 0.12949 -0.35469
H -2.19178 1.70954 -0.16796
H -0.37013 0.34507 -1.47715
H -0.48352 -1.22362 1.40391
H -0.53465 -1.96945 -0.21363
H 1.67694 -2.07429 0.47802
H 3.01208 -0.34772 -0.00801
H 2.06252 1.73171 -0.87641
```

# 4
Below is a cluster of 16 separate species, H31O16 in total at a distorted geometry, with properties calculated with ωB97M-V/def2-TZVPD.

Values from the calculation:
Strongest force on any atom ... 8.365 eV/Å
Total charge ... -1
Frontier orbital gap ... 8.897 eV
Energy above the lowest of the compared OMol25 structures with the same formula, charge and spin ... 705.4 kJ/mol

Structure (XYZ):
```
47
H31O16, DFT ωB97M-V/def2-TZVPD
O 4.25110 -2.15501 1.91711
H -2.31236 2.22910 2.93849
H 4.31031 1.87177 2.47755
O -4.89691 0.98262 0.64481
H 3.44353 -2.05657 1.38874
H 4.73796 -1.30907 2.15000
O 0.49689 -0.25723 -4.94892
H -3.89898 1.11037 0.52353
H 3.14836 1.97666 1.61167
O 3.61409 1.39827 2.13165
H -2.20566 1.66315 -1.00996
H -4.87557 0.85306 1.51797
O -2.57648 1.95404 3.78274
H -3.04357 5.14190 -0.23654
H -3.17649 -0.45337 -5.08375
O 1.06277 -3.76747 0.00906
H 1.80920 -3.11528 0.21527
H -2.57480 0.13709 1.89554
O 2.12653 2.24837 0.27137
H 1.38471 1.72057 0.59336
H 1.75097 3.20046 0.27055
O 2.17458 -5.46987 1.38513
H 2.29217 -4.78891 0.82566
H 0.80742 0.29354 -4.37186
O 2.36226 0.22510 -1.28324
H 1.73323 -0.16390 -0.63763
O -2.76236 4.63982 -0.95271
H -3.24211 1.49156 4.20647
H -2.42258 3.78677 -0.53331
O -1.80437 -2.08932 2.11169
H -0.33661 -0.45085 -4.46939
H -0.98884 -1.39746 2.29153
O -3.04492 -0.25039 -4.09284
H -1.89620 1.40663 0.32948
H -0.29508 0.08988 -0.51374
O 4.07960 -1.71501 -2.16087
H -2.07921 -1.34518 1.59083
H 0.29349 -3.10791 -0.14190
O 0.21426 -0.18440 0.14469
H -3.99606 0.14519 -4.03042
H 4.04463 -0.96345 -1.59035
O -2.21478 2.15758 -0.28206
H 2.48132 1.12883 -1.15635
H 1.25903 -5.65170 0.99055
O -2.31044 0.22418 1.06408
H 3.39306 -1.45320 -2.66305
H -0.31707 0.06906 0.87934
```

# 5
Below is a structure of composition C16H36BeN4O8 at a distorted geometry, with properties calculated with ωB97M-V/def2-TZVPD.

Values from the calculation:
Strongest force on any atom ... 4.316 eV/Å
Total charge ... -2
Frontier orbital gap ... 2.008 eV

Structure (XYZ):
```
65
C16H36BeN4O8, DFT ωB97M-V/def2-TZVPD
Be -11.25000 3.97739 -15.82293
O -12.35724 5.99472 -16.13557
C -11.66496 6.96951 -15.39633
C -10.55954 6.54699 -14.38912
O -9.64522 5.64390 -14.88016
H -12.37382 7.60473 -14.84060
H -11.26098 7.73331 -16.08707
H -10.93614 6.13619 -13.44004
H -10.04839 7.41606 -13.93851
O -15.06865 5.00229 -12.36954
C -14.38906 3.81354 -12.21233
C -13.45270 3.15679 -13.38222
O -13.44451 3.60988 -14.73266
H -15.09535 2.99532 -11.96392
H -13.79866 3.87817 -11.27957
H -13.42728 2.05227 -13.27566
H -12.40685 3.20900 -13.03046
C -8.69521 2.60625 -13.72588
O -9.73861 2.56611 -14.34569
N -7.84590 1.53319 -13.67550
C -6.51447 1.53589 -13.06642
C -8.28258 0.20144 -14.06926
H -8.29725 3.51120 -13.24815
H -6.09251 2.53305 -12.92598
H -5.82853 1.05301 -13.76201
H -6.54488 1.12370 -12.05602
H -8.47438 -0.40202 -13.17697
H -9.29816 0.25823 -14.46194
H -7.65224 -0.29120 -14.80802
C -8.36779 4.39993 -17.44497
O -9.42775 3.80796 -17.47885
N -7.83368 5.04110 -18.47971
C -6.52586 5.68098 -18.51781
C -8.49327 5.06113 -19.78836
H -7.79188 4.41836 -16.50513
H -5.95742 5.42203 -17.62809
H -6.70058 6.74240 -18.71207
H -5.98846 5.41213 -19.43171
H -8.05678 4.43526 -20.56974
H -9.55561 5.02805 -19.55848
H -8.24034 6.04077 -20.20789
C -11.86202 0.38857 -16.91226
O -11.54245 1.44471 -16.42359
N -12.00171 -0.75914 -16.21527
C -12.31338 -2.01190 -16.87772
C -11.88476 -0.85458 -14.74794
H -12.03912 0.19264 -17.98397
H -11.70550 -2.83908 -16.50563
H -12.09343 -1.99109 -17.94599
H -13.36795 -2.27726 -16.77095
H -11.63696 0.10358 -14.29617
H -12.84535 -1.27823 -14.45664
H -11.05902 -1.54654 -14.56600
C -11.98185 3.73471 -19.42404
O -12.06388 3.86687 -18.22336
N -12.48905 4.62085 -20.29334
C -12.58530 4.34135 -21.75045
C -13.01461 5.90742 -19.90316
H -11.70483 2.78053 -19.90470
H -11.81898 3.58894 -21.97024
H -12.05300 5.17255 -22.21516
H -13.49026 3.93057 -22.19174
H -14.02017 5.96327 -20.32286
H -13.11646 6.08794 -18.82916
H -12.37419 6.75210 -20.17061
```

# 6
Below is a structure of composition C19H33Cl2CsFKLiN2NaO11S2 at a distorted geometry, with properties calculated with ωB97M-V/def2-TZVPD.

Values from the calculation:
Strongest force on any atom ... 4.206 eV/Å
Frontier orbital gap ... 1.003 eV

Structure (XYZ):
```
74
C19H33Cl2CsFKLiN2NaO11S2, DFT ωB97M-V/def2-TZVPD
N -3.55502 -1.12445 0.39883
C -2.12766 -0.80608 0.84273
C -1.09208 -1.13692 -0.30138
C -0.32966 -2.53058 -0.14459
C -1.24963 -3.80144 0.07071
C -2.10913 -3.98680 -1.24663
C -3.50753 -4.68293 -1.06280
F -4.57581 -3.72926 -1.10953
O -0.27060 -4.89796 -0.06084
S -0.90630 -6.29715 0.52413
O -1.72380 -7.09372 -0.37566
O 0.14707 -7.14294 1.02446
O -1.87995 -5.56193 1.64212
C -1.88305 -4.10381 1.47258
C -1.14167 -3.65321 2.77609
C -1.95710 -3.26185 3.95247
C -1.13245 -2.87264 5.09492
C 0.31588 -2.85474 5.11790
N 1.02765 -3.25604 4.03636
C 0.29560 -3.62199 2.96049
H -4.06865 -1.61862 1.12745
H -3.42926 -1.69159 -0.45519
H -1.86750 -1.22936 1.84308
H -2.10299 0.34494 0.97362
H -1.57139 -1.01159 -1.31932
H -0.30281 -0.33560 -0.27372
H 0.46540 -2.38821 0.62253
H 0.21317 -2.70515 -1.12131
H -1.50050 -4.67631 -1.94140
H -2.28808 -3.03611 -1.82918
H -3.66837 -5.32952 -1.97194
H -3.58996 -5.36685 -0.18830
H -2.93552 -3.74557 1.57851
H -3.06538 -3.27371 3.95926
H -1.66356 -2.56038 6.02676
H 0.83344 -2.50418 6.04413
H 0.89185 -3.95577 2.06915
K -1.74929 -2.59619 -3.45968
C -1.36530 4.44978 -2.52556
C -2.39112 4.62156 -1.40232
C -2.87074 3.22398 -1.01156
S -1.51857 2.10306 -1.38761
O -1.95237 1.20514 -2.44732
O -0.95562 1.62141 -0.15700
C -0.43397 3.33402 -2.07948
H -0.81337 5.36962 -2.71322
H -1.87725 4.16520 -3.45163
H -1.91356 5.09656 -0.54124
H -3.22643 5.25879 -1.70649
H -3.10493 3.16354 0.05477
H -3.73843 2.91344 -1.60364
H 0.14929 2.89933 -2.90224
H 0.24332 3.67775 -1.27016
Cl 1.03610 1.26730 -2.56682
Na -0.00121 6.94930 -3.12957
O 1.51682 3.72669 0.56926
H 1.72163 2.84291 0.87498
Li 3.16207 -4.17150 3.84356
C 5.69169 -1.87185 4.80303
O 6.72773 -2.37548 5.27985
O 5.77444 -0.52715 4.62051
O 4.59570 -2.42974 4.47482
H 6.75081 -0.44364 4.98730
Cl 7.19964 0.87985 6.01066
C 5.91806 7.11150 -4.47626
C 4.42998 7.05328 -4.75491
O 3.76302 8.15660 -4.13737
H 6.10642 7.09367 -3.40153
H 6.43506 6.26889 -4.93832
H 6.34733 8.04068 -4.86128
H 4.00207 6.13508 -4.35050
H 4.23403 7.08123 -5.83203
H 4.13834 8.96542 -4.50374
Cs -4.74485 1.27293 -0.74337
```

What are the E_HOMO values for these records? In order: -10.3; -9.2; -14.2; -6.9; 1.9; -3.5 eV.
What are the electronic energy values for these records? In order: -48532.9614; -27905.8585; -9311.9226; -33260.5185; -39906.7497; -116654.3786 eV.